The following is a DFT calculation (ωB97M-V with the def2-TZVPD basis set) of C19H22N5OPtSeSi as an isolated structure.

The geometry in XYZ format:
```
50
Properties=species:S:1:pos:R:3:forces:R:3
Pt 0.32069 0.97998 -0.41076 -0.129 -0.139 -0.122
O 1.96395 0.56858 0.96883 0.189 -0.124 -0.100
C 3.09992 0.09304 0.55862 -0.170 0.110 0.121
C 4.31193 0.60270 1.08893 0.068 0.019 0.040
C 5.53710 0.08580 0.73485 -0.030 -0.008 -0.031
C 5.64324 -0.96910 -0.18042 -0.087 0.047 0.051
C 4.48059 -1.47643 -0.72317 -0.036 -0.013 0.015
C 3.22381 -0.97050 -0.37130 -0.067 -0.128 -0.094
C 2.02344 -1.56231 -0.95560 0.068 0.035 -0.218
N 0.92129 -0.94217 -1.33661 -0.099 -0.023 0.265
C 0.06186 -1.89201 -1.84101 0.006 0.104 0.027
C 0.65118 -3.11193 -1.77946 0.194 0.045 -0.085
N 1.90105 -2.88406 -1.23423 -0.055 -0.136 0.038
H 4.22980 1.43343 1.78008 0.015 -0.045 -0.021
H 6.43764 0.51750 1.15800 -0.020 0.000 0.005
H 6.60896 -1.35888 -0.47456 -0.015 0.012 0.001
H 4.53939 -2.26765 -1.46578 -0.006 0.016 0.008
H -0.91726 -1.62694 -2.20499 0.041 0.018 0.068
H 0.31467 -4.09164 -2.07146 0.029 0.043 0.004
H 2.58395 -3.57586 -0.98303 -0.009 -0.003 0.010
C -1.40162 4.28999 -1.33283 -0.041 -0.026 -0.005
C -2.28538 3.19228 -0.81687 0.056 -0.052 0.064
C -3.66647 3.28251 -0.81062 -0.041 -0.042 0.076
C -4.40038 2.19053 -0.32539 0.075 0.030 -0.026
C -3.76912 1.06032 0.13241 0.055 0.009 0.070
C -2.34800 1.01338 0.10824 0.076 -0.117 -0.060
N -1.66635 2.09768 -0.35856 -0.201 0.037 -0.239
N -1.53975 0.00076 0.44313 -0.132 0.466 -0.131
Si -1.88604 -1.39294 1.36041 0.171 -0.120 0.028
C -2.89091 -2.67235 0.42128 -0.147 -0.102 -0.136
C -0.24483 -2.16706 1.80431 0.206 -0.045 0.039
C -2.83207 -0.97636 2.92624 -0.078 0.113 0.159
H -1.96079 5.21794 -1.45395 0.017 -0.022 -0.010
H -0.97084 4.00856 -2.29625 -0.005 -0.013 0.022
H -0.56023 4.45634 -0.66051 -0.014 0.010 0.007
H -4.15668 4.17784 -1.16936 0.008 -0.032 0.002
H -5.48481 2.23553 -0.32225 0.024 -0.006 0.008
H -4.32846 0.20190 0.48395 0.004 0.058 -0.001
H -2.29690 -3.06726 -0.40972 -0.076 0.012 0.058
H -3.80931 -2.24347 0.00533 0.057 -0.053 0.035
H -3.17204 -3.51070 1.06941 0.027 0.051 -0.057
H 0.04461 -2.92418 1.06532 -0.023 0.077 0.072
H -0.28747 -2.64941 2.78636 0.042 -0.014 -0.069
H 0.53932 -1.39974 1.82364 -0.103 -0.073 0.037
H -3.87868 -0.72543 2.72673 0.075 -0.010 0.021
H -2.36919 -0.11034 3.41051 -0.043 -0.075 0.012
H -2.81424 -1.81323 3.63226 -0.018 0.042 -0.046
Se 2.89193 4.95964 -1.44784 0.056 0.197 -0.012
C 2.07304 3.37469 -1.49686 -0.065 -0.292 -0.129
N 1.53445 2.34105 -1.55542 0.153 0.165 0.228
```
Positions in Å, forces in eV/Å.

Total charge: -1
Spin multiplicity: 3
HOMO-LUMO gap (spin up / spin down), eV: 6.562 / 7.032
LUMO level (spin up / spin down), eV: 2.647 / 2.598
DFT total energy, eV: -106031.9267



The following is a DFT calculation (ωB97M-V with the def2-TZVPD basis set) of the molecule C5H11NO3 in a non-equilibrium geometry.

The geometry in XYZ format:
```
20
Properties=species:S:1:pos:R:3:forces:R:3
C 2.69885 -0.11515 -0.34912 0.007 0.187 0.119
O 1.57024 -0.56190 0.38156 -0.850 0.740 -0.518
C 0.46209 0.32186 0.33775 1.015 -1.605 0.800
O 0.59732 1.33746 1.25738 -0.046 0.154 -0.319
N -0.15512 0.60615 -0.92678 -0.364 -0.463 0.148
O -0.55123 1.97739 -0.99818 -0.186 -0.190 0.473
C -0.83635 -0.35618 0.15974 0.015 1.007 -0.601
C -0.92763 -1.73992 -0.41797 0.347 0.119 0.151
C -1.96562 0.05925 1.05769 -0.061 0.460 -0.353
H 2.41640 0.14782 -1.37436 0.075 -0.056 0.063
H 3.14985 0.75197 0.14252 0.083 -0.019 -0.081
H 3.40459 -0.94453 -0.35411 0.015 0.106 -0.054
H 0.45032 2.17546 0.79409 -0.048 -0.019 0.028
H -0.73500 2.11267 -1.93518 0.082 -0.177 0.096
H -0.79087 -2.47138 0.37817 -0.017 -0.106 0.010
H -0.14490 -1.88219 -1.15686 0.006 -0.122 -0.019
H -1.90073 -1.89920 -0.88027 -0.049 0.034 -0.018
H -2.02389 1.14334 1.14323 -0.037 -0.016 0.048
H -1.80058 -0.34645 2.05405 0.050 -0.045 0.067
H -2.91775 -0.31648 0.68664 -0.039 0.011 -0.040
```
Positions in Å, forces in eV/Å.

Energy above the lowest of the compared OMol25 structures with the same formula, charge and spin, kJ/mol: 362.9
HOMO-LUMO gap, eV: 9.985
LUMO level, eV: 0.697
DFT total energy, eV: -12993.0902



The following is a DFT calculation (ωB97M-V with the def2-TZVPD basis set) of a 9-piece molecular cluster, C24H49Cl6F3N6O8 overall in a non-equilibrium geometry.

The geometry in XYZ format:
```
96
Properties=species:S:1:pos:R:3:forces:R:3
C 1.19587 3.53117 -4.28644 -1.145 0.265 -1.318
C 2.25575 3.67345 -3.27666 1.383 -1.350 -0.310
O 2.22001 4.93145 -2.54415 0.140 -0.811 -0.689
C 3.32951 5.28062 -1.91724 0.362 0.164 -0.794
O 4.37693 4.68517 -1.85467 -1.106 0.611 0.312
C 3.10715 6.73713 -1.40084 0.854 0.915 0.862
F 1.83692 7.04050 -1.11475 0.125 -0.434 -0.044
F 3.84160 6.92522 -0.28894 -0.287 -0.300 -0.073
F 3.53499 7.67252 -2.27247 -0.129 -0.707 -0.253
H 1.06044 4.50922 -4.75141 -0.503 0.000 -0.012
H 0.26590 3.06498 -3.97762 -0.217 0.478 0.368
H 1.55793 2.90367 -5.11084 0.113 0.012 0.256
H 3.14427 3.47857 -3.91637 0.347 1.162 1.195
H 2.24245 2.84558 -2.58614 -0.043 -0.040 0.644
Cl 3.31596 1.35522 0.73142 0.139 0.353 -0.212
C 3.28499 2.96011 1.51296 0.219 -0.714 0.394
Cl 3.97264 2.72203 3.14332 -0.060 0.514 -0.370
Cl 1.59696 3.49432 1.62635 0.387 0.262 -0.169
H 3.91884 3.66545 0.94937 -0.558 -0.349 0.286
Cl -0.19633 -3.16553 2.98228 1.399 0.736 0.415
C -1.50505 -4.25012 3.14248 -0.899 -0.668 -0.782
Cl -2.45924 -4.06889 4.59970 -0.198 0.542 0.178
Cl -1.05549 -5.95520 3.05597 0.495 -0.280 -0.161
H -2.05079 -4.03891 2.23178 -0.757 -0.317 0.236
C -4.35582 0.78539 -0.16247 -0.269 0.277 -0.041
N -5.56806 0.00767 -0.30439 -0.192 -0.646 -0.356
C -6.49421 -0.00329 0.81263 1.688 -0.585 1.517
C -5.95867 -0.64378 -1.46917 0.099 1.862 1.432
O -7.03935 -1.18450 -1.55235 0.580 -0.386 -0.716
H -4.54404 1.87313 -0.23635 -0.051 -0.326 0.266
H -3.62057 0.56473 -0.92343 0.063 -0.318 -0.385
H -3.90445 0.54146 0.79858 0.076 0.193 0.084
H -7.05448 0.89503 0.88481 -0.657 0.914 -0.064
H -7.13355 -0.84470 0.73538 -0.783 -0.592 -0.369
H -5.98375 -0.15198 1.82008 -0.129 0.330 -1.313
H -5.21343 -0.41298 -2.26478 -0.363 -0.739 -0.068
C -2.26536 -6.41397 -2.84582 -0.394 -0.846 0.143
N -2.56242 -5.94309 -1.46931 0.389 -0.873 -0.381
C -2.63567 -6.97552 -0.42446 3.607 1.858 2.098
C -2.35229 -4.64686 -1.14431 0.775 0.251 1.575
O -2.20556 -4.15519 -0.01438 -0.580 -1.049 -0.541
H -1.17715 -6.47249 -3.03742 -0.443 0.313 0.078
H -2.77835 -5.80784 -3.61162 0.350 -0.148 0.412
H -2.62793 -7.47585 -2.94347 0.125 1.167 0.151
H -2.18104 -6.49604 0.53158 -0.857 -0.532 -1.483
H -3.60995 -7.19216 -0.15098 -1.961 -0.875 0.105
H -1.94785 -7.85121 -0.51836 -0.874 0.588 -0.764
H -2.21465 -3.95914 -1.94914 -0.100 0.237 -1.320
C -0.41902 0.21551 0.56545 0.931 1.128 -0.557
N -0.35679 -0.32367 -0.80044 0.854 0.510 0.615
C 0.54216 0.39423 -1.73438 -0.531 1.453 2.582
C -1.03044 -1.38812 -1.24081 -0.702 0.223 1.840
O -0.87693 -1.85027 -2.34004 -0.039 -1.082 -1.779
H -0.56042 1.34677 0.53377 -0.188 -1.414 -0.036
H 0.57746 0.08876 1.02928 -0.432 -0.105 -0.008
H -1.16192 -0.27953 1.18318 -0.167 -0.038 -0.152
H 1.52199 0.68098 -1.24728 -1.141 -0.493 -0.513
H 0.64877 -0.11278 -2.62863 0.415 -1.375 -1.521
H -0.05434 1.27697 -1.93605 0.583 0.646 -0.252
H -1.75710 -1.83300 -0.50984 0.470 0.320 -0.226
C -1.34065 5.86878 -1.61450 -3.784 -0.424 0.390
N -2.06192 4.98052 -0.67415 -0.233 0.683 0.014
C -3.24751 5.40609 0.09415 1.404 -1.638 0.250
C -1.72221 3.68688 -0.77335 -1.344 0.164 1.833
O -0.87217 3.28189 -1.51924 0.796 -0.799 -0.680
H -0.36094 5.89675 -1.33539 2.708 0.259 0.334
H -1.84110 6.82050 -1.57514 0.165 0.606 0.177
H -1.52645 5.47992 -2.59358 0.476 -0.226 -0.775
H -4.07291 5.61110 -0.55597 -0.730 -0.213 -0.203
H -3.38612 4.60991 0.85481 -0.638 0.224 -0.749
H -3.07762 6.25058 0.70924 0.581 1.193 0.279
H -2.29951 3.05572 -0.01427 0.568 0.245 -0.854
C 2.23015 -3.41701 -1.89734 0.551 0.403 -2.171
N 2.85380 -2.99783 -0.68658 -0.464 1.132 2.048
C 4.30718 -3.08202 -0.56954 -0.740 0.256 -1.834
C 2.12072 -2.58959 0.41209 1.096 -0.311 -0.732
O 2.61298 -2.22831 1.47704 -0.543 -0.151 -0.683
H 1.13259 -3.32651 -1.85564 0.402 -0.632 0.277
H 2.66227 -4.42014 -2.19730 -0.995 0.807 0.289
H 2.46500 -2.71183 -2.78033 0.048 -0.837 1.248
H 4.52399 -4.10614 -0.77786 0.590 -1.172 0.835
H 4.74590 -2.66947 -1.51066 -0.080 0.721 1.011
H 4.64004 -2.67316 0.38890 0.082 -0.202 -0.512
H 1.04203 -2.64208 0.19944 -0.035 0.085 0.247
C 4.14907 -2.11066 4.71540 1.291 -0.260 -0.600
N 3.97853 -0.82552 5.30727 -1.452 1.190 -1.077
C 2.74278 -0.07574 4.98696 -0.326 -1.579 -0.313
C 4.79428 -0.29744 6.21557 1.439 1.069 -0.425
O 4.59228 0.74853 6.80576 -0.299 -0.004 0.386
H 3.89928 -2.13528 3.63125 -0.080 0.162 0.801
H 3.56104 -2.81855 5.27768 -0.177 -0.690 -0.124
H 5.23078 -2.34215 4.79907 -0.590 -0.291 0.020
H 2.36800 -0.31204 3.95449 0.644 -0.028 0.881
H 1.98141 -0.41158 5.70263 -0.143 0.461 -0.164
H 2.91993 0.97658 5.04785 0.061 0.478 0.328
H 5.81811 -0.73113 6.23909 -0.461 -0.576 0.233
```
Positions in Å, forces in eV/Å.

Energy above the lowest of the compared OMol25 structures with the same formula, charge and spin, kJ/mol: 0.0
HOMO-LUMO gap, eV: 9.147
LUMO level, eV: 0.267
DFT total energy, eV: -134288.8063